A 2-piece molecular cluster, C4H9NO2 overall. Source: the OMol25 dataset; level of theory: ωB97M-V/def2-TZVPD.

Each line ends with the Mulliken charge.
CARTESIAN COORDINATES (ANGSTROEM)
O (-0.25905, 1.87920, 0.72873)  -0.457
C (-0.47161, 0.85123, 1.32687)  0.032
N (-0.71986, -0.40364, 0.74728)  -0.413
C (-0.65875, -0.41003, -0.56827)  -0.495
C (0.88586, -0.88895, -1.26877)  0.464
C (1.89084, 0.24218, -1.01663)  -1.147
O (0.67796, -1.16592, -2.45693)  -0.478
H (-0.52053, 0.80416, 2.42364)  0.449
H (-3.00315, 0.01042, 2.47257)  -0.184
H (-1.38054, -1.14045, -0.92992)  0.396
H (-0.83846, 0.52703, -1.09533)  0.393
H (1.21459, -1.77252, -0.67768)  0.263
H (1.42680, 1.22986, -1.06588)  0.289
H (2.31040, 0.25751, -0.00856)  0.347
H (2.66339, 0.14253, -1.77091)  0.352
H (-3.21790, -0.16261, 3.15979)  0.189

Cartesian forces, eV/Å:
-0.027 -0.193 0.163
0.326 0.557 0.376
0.979 -0.123 -0.498
-5.324 0.866 1.355
5.358 -1.728 -1.393
-0.917 1.212 0.638
-1.170 0.344 -0.250
0.005 0.140 -0.033
-0.019 -0.020 -0.028
0.996 -0.785 -0.494
0.868 0.252 -0.039
-1.174 0.025 0.596
0.042 0.024 -0.464
0.022 -0.586 0.016
0.054 0.008 0.012
-0.019 0.007 0.042

Summary:
HOMO-LUMO gap (Ha): 0.2625
Total charge: 0
ΔE to the lowest compared entry with this formula, charge and spin (kcal/mol): 147.6
Highest occupied orbital energy (eV): -10.057
Electronic energy (Ha): -362.8504
Multiplicity: 1

---

A 9-piece molecular cluster, C64H144N9O3 overall. Source: the OMol25 dataset; level of theory: ωB97M-V/def2-TZVPD.

Each line ends with the Mulliken charge.
CARTESIAN COORDINATES (ANGSTROEM)
N (27.76482, 9.95648, -4.35477)  0.555
O (28.39905, 11.05773, -4.28222)  -0.438
O (27.34751, 9.40446, -3.30857)  -0.313
O (27.37730, 9.57222, -5.47314)  -0.577
C (31.38936, 8.99278, -4.89145)  -0.029
C (32.76872, 9.40753, -5.41170)  1.040
C (33.82829, 9.35350, -4.34174)  -0.862
N (35.15123, 9.97296, -4.75202)  0.445
C (35.62183, 9.52880, -6.13112)  -0.986
C (36.25572, 9.69202, -3.74870)  -0.478
C (37.29570, 10.80511, -3.89161)  -0.815
C (36.52476, 11.98938, -4.48091)  -0.646
C (35.09631, 11.51964, -4.74137)  -0.736
H (31.31810, 7.95183, -4.57659)  0.688
H (30.66234, 9.01560, -5.70974)  -0.705
H (30.94987, 9.74710, -4.23476)  -0.147
H (32.72255, 10.40580, -5.85620)  0.229
H (32.98434, 8.70748, -6.22162)  -0.881
H (34.08430, 8.30274, -4.17187)  0.402
H (33.55535, 9.79388, -3.38337)  0.135
H (34.93685, 10.02981, -6.80825)  0.334
H (35.48075, 8.44915, -6.14525)  0.382
H (36.66014, 9.78020, -6.32170)  0.514
H (36.67651, 8.70601, -3.93644)  0.479
H (35.79227, 9.75554, -2.76326)  0.255
H (38.07685, 10.51445, -4.59402)  0.346
H (37.83281, 10.96539, -2.95945)  0.401
H (36.95723, 12.28425, -5.43962)  0.361
H (36.57985, 12.93101, -3.93629)  0.421
H (34.55892, 11.81681, -5.63802)  0.582
H (34.44570, 11.74701, -3.89259)  0.213
C (28.22535, 15.31323, -11.06462)  -1.480
C (28.72532, 14.31271, -10.04016)  0.022
C (27.64373, 14.07673, -8.97009)  -1.096
N (27.99147, 13.06774, -7.90572)  1.141
C (26.75776, 12.97525, -6.99638)  -1.744
C (28.27859, 11.68501, -8.44543)  -0.649
C (29.79703, 11.54466, -8.34302)  -0.283
C (30.13434, 12.30143, -7.06233)  0.633
C (29.19797, 13.51107, -7.06889)  -0.506
H (28.81416, 15.27810, -11.98540)  0.397
H (28.27711, 16.37932, -10.84906)  0.376
H (27.22485, 15.02334, -11.39358)  0.370
H (29.61964, 14.72126, -9.56016)  0.225
H (28.98442, 13.33179, -10.43966)  0.344
H (26.74818, 13.73273, -9.49116)  0.552
H (27.36330, 15.00805, -8.47653)  0.378
H (26.59423, 13.94753, -6.54439)  0.569
H (26.94982, 12.22595, -6.22565)  0.377
H (25.98288, 12.56554, -7.63969)  0.476
H (27.76098, 10.92740, -7.85714)  -0.031
H (27.87401, 11.57744, -9.45119)  0.515
H (30.10655, 10.49905, -8.28663)  -0.088
H (30.37272, 11.94255, -9.17825)  0.481
H (29.98210, 11.71126, -6.15704)  -0.549
H (31.19640, 12.53963, -7.15393)  0.569
H (28.84354, 13.70918, -6.05809)  -0.314
H (29.70786, 14.41315, -7.39654)  0.243
C (32.25553, 17.77630, -2.64518)  -1.403
C (32.08765, 16.35527, -2.15329)  -0.204
C (30.67501, 15.77054, -2.26282)  -0.807
N (30.58460, 14.28004, -2.05352)  0.823
C (31.37919, 13.50005, -3.04241)  -0.972
C (29.13714, 13.80946, -2.19767)  -1.124
C (28.99113, 12.51551, -1.39672)  1.577
C (30.02651, 12.70534, -0.25082)  -0.289
C (30.79285, 14.00247, -0.56187)  -0.845
H (31.83734, 18.00750, -3.62791)  0.352
H (33.30060, 18.06242, -2.75761)  0.386
H (31.81151, 18.47353, -1.93462)  0.389
H (32.32315, 16.30542, -1.08429)  0.302
H (32.75824, 15.63534, -2.63344)  0.273
H (30.43318, 15.87590, -3.32755)  0.335
H (29.96917, 16.36480, -1.68540)  0.522
H (31.43796, 13.94939, -4.02861)  0.295
H (30.97759, 12.48856, -3.01317)  0.165
H (32.40281, 13.42339, -2.67049)  0.481
H (28.86514, 13.81156, -3.25102)  0.041
H (28.53096, 14.56501, -1.69274)  0.396
H (29.23806, 11.69331, -2.06626)  -1.024
H (27.98727, 12.40976, -0.99698)  0.136
H (30.68114, 11.83282, -0.24725)  -0.042
H (29.54201, 12.70635, 0.72289)  0.476
H (31.86365, 13.85372, -0.44216)  0.392
H (30.41648, 14.84935, 0.00159)  0.378
C (23.37869, 10.42385, -7.80015)  -1.652
C (23.88410, 9.62459, -6.58786)  0.887
C (22.78815, 9.18639, -5.61363)  -1.075
N (23.34389, 8.67959, -4.31124)  0.276
C (23.97141, 9.75921, -3.48876)  -0.437
C (24.23571, 7.46359, -4.60785)  -0.433
C (24.28406, 6.64054, -3.32121)  -0.300
C (22.93980, 6.88793, -2.64787)  -0.601
C (22.26100, 7.95422, -3.48492)  -0.720
H (22.67741, 9.89817, -8.44371)  0.430
H (24.22577, 10.73949, -8.41008)  0.355
H (22.90880, 11.34370, -7.44278)  0.354
H (24.69194, 10.19179, -6.11696)  -0.478
H (24.40714, 8.74628, -6.97365)  0.386
H (22.09059, 8.50053, -6.09958)  0.535
H (22.06040, 9.96114, -5.34729)  0.490
H (24.49201, 9.16227, -2.73353)  -0.044
H (23.28721, 10.50385, -3.10221)  0.493
H (24.88184, 10.15297, -3.94199)  -0.281
H (25.24339, 7.84430, -4.77785)  0.046
H (23.81995, 6.92986, -5.45673)  0.636
H (25.16447, 6.99286, -2.78084)  -0.196
H (24.45338, 5.58258, -3.51369)  0.549
H (23.06758, 7.27519, -1.63300)  0.243
H (22.33966, 5.99324, -2.49885)  0.373
H (21.66678, 8.67355, -2.92349)  0.496
H (21.58920, 7.52884, -4.23046)  0.509
C (21.66780, 15.43019, 0.71398)  -1.392
C (22.28907, 15.37068, -0.69006)  -0.046
C (23.48646, 14.40398, -0.70735)  -1.087
N (24.26186, 14.37765, -2.01214)  0.735
C (24.94767, 15.70624, -2.16557)  -0.935
C (25.25912, 13.23454, -2.09668)  -0.849
C (25.57799, 13.17679, -3.61571)  0.773
C (24.24533, 13.56048, -4.32357)  -0.272
C (23.35922, 14.13964, -3.19355)  -1.023
H (22.50356, 15.62670, 1.38742)  0.359
H (21.18591, 14.52477, 1.09397)  0.354
H (20.84366, 16.13815, 0.76543)  0.390
H (22.69008, 16.36377, -0.89368)  0.327
H (21.54058, 15.06815, -1.42161)  0.365
H (23.16849, 13.40047, -0.41866)  0.334
H (24.23676, 14.72187, 0.01877)  0.444
H (24.26704, 16.39332, -2.65993)  0.347
H (25.86074, 15.68628, -2.76231)  0.290
H (25.27686, 16.13705, -1.22123)  0.372
H (26.02772, 13.40178, -1.34329)  0.750
H (24.74307, 12.34014, -1.74369)  -0.236
H (26.39268, 13.81392, -3.94578)  0.146
H (25.73533, 12.14273, -3.91805)  -0.260
H (24.38615, 14.28425, -5.12543)  0.487
H (23.70457, 12.74261, -4.79814)  -0.105
H (22.97237, 15.10957, -3.48965)  0.393
H (22.56021, 13.44066, -2.96339)  0.401
C (29.84805, 8.13414, -1.62361)  -0.980
C (30.72774, 7.86140, -0.39153)  -0.072
C (32.20402, 8.23456, -0.54782)  -0.361
N (33.12910, 7.38518, 0.30587)  0.349
C (33.01477, 7.76377, 1.75529)  -0.835
C (34.55205, 7.63714, -0.14706)  -0.519
C (35.35677, 6.54756, 0.53250)  -0.788
C (34.41982, 5.33433, 0.54209)  -0.747
C (33.02275, 5.85160, 0.12176)  -0.520
H (30.26080, 7.61461, -2.49450)  0.523
H (29.70297, 9.13995, -2.02192)  -0.408
H (28.86692, 7.67500, -1.51637)  0.489
H (30.62628, 6.79152, -0.19658)  0.367
H (30.30101, 8.29755, 0.51505)  -0.002
H (32.39882, 9.30377, -0.47061)  0.420
H (32.48584, 7.97787, -1.57300)  -0.081
H (33.43835, 6.99026, 2.38823)  0.404
H (31.95284, 7.85205, 1.97635)  0.271
H (33.49383, 8.72991, 1.89043)  0.332
H (34.85213, 8.61872, 0.22006)  0.491
H (34.59701, 7.57007, -1.23263)  0.308
H (35.73530, 6.79247, 1.52576)  0.370
H (36.29500, 6.38782, -0.00083)  0.441
H (34.26548, 4.84535, 1.50061)  0.379
H (34.77280, 4.61488, -0.19359)  0.340
H (32.22650, 5.47329, 0.75302)  0.491
H (32.88140, 5.77651, -0.95555)  0.298
C (25.76732, 6.02755, 4.93983)  -1.423
C (25.68063, 7.47144, 4.42016)  -0.246
C (26.56517, 7.69970, 3.18306)  -0.988
N (26.53420, 9.11800, 2.59403)  0.889
C (26.87315, 10.10638, 3.68561)  -1.196
C (25.17998, 9.37215, 1.86723)  -1.075
C (25.57299, 9.80392, 0.46286)  0.495
C (26.84135, 9.01695, 0.15339)  0.477
C (27.56275, 9.24361, 1.44914)  -0.775
H (24.97542, 5.79403, 5.65612)  0.398
H (26.61169, 6.01431, 5.63476)  0.372
H (25.72602, 5.21542, 4.21949)  0.365
H (25.97279, 8.19637, 5.17311)  0.350
H (24.61411, 7.59448, 4.20903)  0.394
H (26.42614, 7.00935, 2.34949)  0.454
H (27.61877, 7.55933, 3.43938)  0.352
H (27.86821, 9.88891, 4.06335)  0.283
H (26.09304, 10.03192, 4.43335)  0.435
H (26.86593, 11.09316, 3.22537)  0.458
H (24.65544, 10.14560, 2.42581)  0.350
H (24.56705, 8.47645, 1.93018)  0.263
H (25.68100, 10.89079, 0.43771)  0.039
H (24.77423, 9.53601, -0.23249)  0.079
H (27.38240, 9.39516, -0.71144)  -0.455
H (26.51660, 7.98551, 0.00955)  0.316
H (28.00788, 10.23260, 1.54459)  0.044
H (28.30389, 8.47407, 1.66905)  0.366
C (28.95049, 7.47695, -7.15298)  -0.848
C (29.74438, 6.52950, -8.07871)  -0.665
C (31.22716, 6.82209, -7.88520)  -0.348
N (32.10447, 6.08548, -8.92038)  0.445
C (31.66315, 6.45910, -10.30721)  -1.055
C (33.54208, 6.54851, -8.64607)  -0.658
C (33.95569, 5.69211, -7.45762)  -0.264
C (33.44201, 4.29994, -7.86834)  -0.917
C (32.18364, 4.58909, -8.68230)  -0.364
H (29.12574, 7.23334, -6.10258)  0.279
H (27.88258, 7.28030, -7.25614)  0.538
H (29.13293, 8.52598, -7.38326)  -0.185
H (29.36241, 6.69197, -9.08449)  0.457
H (29.44369, 5.54034, -7.73467)  0.328
H (31.49836, 6.40342, -6.91674)  0.227
H (31.49140, 7.87648, -7.92068)  -0.072
H (30.79519, 5.87568, -10.59936)  0.449
H (32.44422, 6.15256, -11.00561)  0.447
H (31.58247, 7.53849, -10.39766)  0.341
H (34.18196, 6.45419, -9.52021)  0.478
H (33.52754, 7.60338, -8.36797)  0.318
H (35.03693, 5.59052, -7.36006)  0.649
H (33.55367, 5.99548, -6.49119)  0.014
H (34.18464, 3.79232, -8.48074)  0.343
H (33.22699, 3.63298, -7.03594)  0.346
H (32.25713, 4.11673, -9.66090)  0.475
H (31.26147, 4.24484, -8.21960)  0.243

Cartesian forces, eV/Å:
-1.669 1.501 -0.115
0.438 -0.736 0.242
0.704 -0.022 -0.331
0.471 -0.337 0.297
-0.615 0.638 -0.929
-0.725 -0.043 -0.160
1.298 -0.809 -0.483
1.058 1.143 -0.143
-1.148 -0.212 0.796
0.042 0.090 0.271
0.068 -0.397 -0.515
0.146 0.779 -1.203
-0.610 -0.867 0.983
0.286 0.187 0.643
0.248 0.076 -0.241
0.215 -0.427 0.633
-0.140 0.001 0.046
0.436 0.122 0.010
-0.114 -0.002 0.233
-0.119 0.193 -0.122
0.303 -0.208 -0.440
0.152 -0.023 -0.281
-0.038 0.208 0.188
-0.213 -0.111 0.124
-0.042 -0.229 0.014
-0.038 -0.109 0.004
-0.312 0.240 0.126
0.153 -0.214 -0.007
-0.287 -0.258 0.443
0.438 0.306 -0.146
0.036 0.080 0.041
-0.069 -0.342 -1.488
0.106 0.307 1.317
0.188 0.437 -1.028
-0.828 0.573 1.049
1.068 -0.802 -0.468
0.590 -0.204 -0.714
-0.204 -0.624 0.186
0.567 -0.126 -0.266
0.333 -0.699 0.606
0.146 -0.372 0.130
-0.257 -0.169 0.814
-0.112 0.330 0.078
0.104 -0.147 -0.049
0.020 0.198 -0.507
-0.043 -0.251 0.221
0.180 -0.023 0.178
-0.373 0.077 -0.308
0.271 0.080 0.045
-0.417 0.538 0.141
0.150 0.237 0.453
0.099 0.355 -0.083
-0.223 -0.059 0.108
-0.429 0.304 -0.153
-0.167 -0.145 -0.130
-0.093 0.489 0.412
-0.176 0.006 -0.062
-0.490 -0.007 -0.682
-0.124 0.634 -0.246
0.018 -1.243 1.068
0.723 0.901 -2.406
-1.995 0.599 1.070
1.141 -0.597 1.445
-0.575 0.875 0.391
0.949 0.559 -0.390
-0.182 -0.527 -0.497
0.847 -1.410 -0.524
-0.287 -0.393 0.025
0.090 -0.242 0.341
-0.002 0.037 -0.044
0.393 0.204 -0.076
0.184 0.334 -0.185
-0.477 0.175 0.120
-0.221 -0.591 0.298
-0.566 0.135 0.044
-0.086 0.033 -0.520
0.012 0.149 -0.047
0.062 -0.330 -0.020
0.115 0.237 -0.168
-0.309 -0.326 0.292
-0.087 -0.120 -0.266
0.211 0.154 0.064
0.104 0.363 0.049
-0.001 0.402 0.407
0.131 0.157 -0.141
0.006 0.435 0.630
0.182 -0.205 -0.594
-0.527 1.140 -0.253
-1.195 -1.367 -0.437
1.818 -1.858 0.121
1.271 0.601 0.773
0.149 -0.051 -0.491
0.210 0.580 1.108
-0.892 0.381 -0.591
-0.022 -0.122 0.111
0.009 -0.177 -0.076
-0.200 -0.018 -0.162
-0.230 0.141 0.319
-0.162 -0.184 0.107
0.563 -0.765 0.267
0.499 0.538 0.037
-0.569 0.412 0.777
-0.278 -0.189 -0.148
-0.520 0.348 -0.737
-0.096 -0.024 -0.680
-0.106 0.193 -0.057
-0.254 -0.064 0.455
-0.012 0.055 -0.214
0.142 -0.029 -0.012
-0.129 0.031 -0.447
0.161 0.109 0.020
0.067 -0.121 0.029
0.236 -0.571 0.093
0.235 -0.411 0.292
-0.192 0.260 0.570
-0.188 -0.272 0.065
0.421 0.642 -0.329
-0.498 0.560 -0.352
-0.890 -1.012 0.045
-0.120 0.695 0.667
0.325 0.391 -1.058
-0.452 0.535 0.397
0.304 -0.377 -0.499
0.476 0.518 0.028
-0.361 0.122 -0.301
0.073 0.194 -0.158
0.058 -0.169 -0.453
-0.153 -0.012 0.190
-0.012 0.091 0.215
-0.242 -0.599 -0.272
-0.434 -0.297 0.253
0.370 0.266 -0.439
-0.201 -0.027 -0.309
0.139 -0.090 0.204
0.830 0.055 0.236
0.145 0.147 0.158
0.301 -0.298 0.168
-0.504 -0.189 0.151
-0.011 0.172 0.487
0.312 -0.520 -0.702
-0.494 0.109 0.265
-0.483 -1.369 -0.779
0.494 0.732 -0.062
-0.591 -0.019 -0.291
0.303 0.213 1.156
0.688 -0.226 0.132
-0.667 -0.135 -0.319
0.747 1.201 -0.260
0.189 -0.184 0.145
0.080 0.314 0.694
-0.065 0.196 0.246
0.285 -0.057 -0.161
0.052 0.357 -0.111
0.209 -0.071 0.663
0.023 -0.075 -0.038
0.196 0.110 -0.030
0.055 -0.055 0.135
0.075 -0.077 0.187
-0.085 0.146 -0.384
-0.135 -0.017 -0.010
-0.496 0.319 0.097
-0.216 -0.268 -0.264
0.685 -0.058 0.060
-0.199 -0.279 0.210
-0.221 -0.084 -0.357
-0.464 -0.517 0.101
0.488 0.417 1.592
-0.791 -0.527 -1.045
0.640 -0.017 0.140
-0.240 -0.331 -0.751
-0.655 -0.004 -0.955
0.501 0.591 0.993
-1.101 -0.210 -0.422
-0.805 0.850 0.428
0.538 -1.234 1.230
-0.388 0.419 -0.331
0.455 -0.706 -0.599
0.430 0.208 -0.261
-0.095 -0.267 0.318
0.103 0.605 -0.347
-0.565 0.024 0.047
-0.037 0.016 0.364
-0.085 -0.142 0.169
0.209 0.181 0.220
-0.047 0.073 0.162
-0.022 0.002 -0.032
0.257 -0.165 -0.132
0.312 -0.024 -0.100
-0.061 0.168 0.030
0.014 -0.153 -0.062
0.491 -0.138 -0.050
-0.017 0.004 -0.202
0.226 0.261 -0.043
-0.319 -0.642 -0.104
-0.777 1.032 0.812
-0.348 -1.839 -0.614
0.736 1.249 0.367
0.897 -0.719 -0.360
-0.300 0.495 1.004
0.784 -1.167 -0.470
-0.272 0.151 0.238
-0.378 -0.523 -0.583
0.334 0.370 0.027
0.012 0.166 -0.271
0.003 0.049 0.230
0.332 -0.133 -0.124
0.449 -0.271 -0.396
0.203 0.207 0.048
-0.155 0.047 -0.242
-0.299 0.391 0.214
0.108 -0.040 0.158
-0.418 -0.014 0.148
-0.177 -0.438 -0.081
-0.167 0.087 -0.328
0.027 0.463 0.025
-0.115 0.280 -0.121
-0.020 0.072 -0.074
0.033 0.122 0.084
-0.159 0.071 -0.030
-0.015 0.143 0.001

Summary:
HOMO-LUMO gap (Ha): 0.3414
Total charge: +7
ΔE to the lowest compared entry with this formula, charge and spin (kcal/mol): 84.9
Highest occupied orbital energy (eV): -22.182
Electronic energy (Ha): -3240.4920
Multiplicity: 1